(1)
Density functional theory data (ωB97M-V/def2-TZVPD) for C15H30AlBrClF7MgN2O11P as an isolated structure.

CARTESIAN COORDINATES (ANGSTROEM)
P1 1.1748 -1.2075 0.2970
H1 -1.7105 4.1621 2.5838
F1 -7.5248 -5.0996 0.8948
Mg1 4.9318 3.9088 -1.2363
F2 -3.4895 7.7785 0.5501
O1 -1.6087 4.9078 -0.0259
O2 3.7017 2.3345 0.0222
Al1 0.4161 0.9836 -0.4924
H2 0.3496 5.1235 7.0832
O3 0.0692 -5.7108 0.1456
O4 -3.6822 5.0993 0.9384
Br1 4.3586 0.6774 1.5449
H3 8.8089 0.6227 -6.7637
H4 -2.6919 2.8345 3.2369
H5 -3.1775 4.5298 3.4823
H6 7.4070 3.4596 -6.0805
H7 8.5401 3.6970 -4.7299
H8 -3.0995 3.0946 0.7561
F3 -6.9747 -6.5375 2.4365
H9 -1.6615 -5.7185 1.2580
O5 6.3074 2.3286 -3.7877
F4 -0.0171 -2.0309 -1.8846
F5 -1.8260 7.5850 -0.8435
H10 8.6159 -0.3147 -5.2600
O6 1.4052 -2.8884 0.6902
C1 -3.5410 3.7803 1.4885
C2 7.0501 1.4787 -4.2613
H11 6.9520 0.4144 -3.9920
C3 0.0735 4.5036 5.0538
H12 -3.9605 -7.1081 -1.4279
H13 -0.1861 -5.1746 2.1154
N1 0.2284 -0.8987 -1.1824
O7 0.4245 -0.5408 1.5440
H14 -0.0995 -4.7978 -0.1433
H15 -0.4188 -6.9023 1.7412
H16 9.9475 0.8612 -5.4067
H17 -5.2096 -7.8900 -3.4815
H18 9.1460 3.1083 -6.3062
H19 -6.1371 -8.2608 -2.0137
C4 -2.6301 5.5560 0.1857
H20 -4.5512 3.4152 1.7023
C5 8.9072 0.6543 -5.6746
Cl1 -7.0631 -8.9184 -1.1112
N2 8.0694 1.7173 -5.1586
O8 -5.3217 -7.7685 0.5298
O9 -0.9164 4.0605 4.4737
H21 3.3325 -1.0639 -0.3558
C6 -6.4685 -5.7880 1.4168
H22 0.4705 6.4411 5.8707
H23 -1.1145 5.7624 6.3034
C7 -4.8162 -6.5528 -1.8292
H24 1.6450 -3.4431 -0.1094
C8 -5.7303 -6.6214 0.3708
O10 2.7604 -0.4330 0.1772
C9 8.3117 3.0748 -5.6005
C10 -0.5889 -5.8828 1.3872
C11 -2.9340 6.9439 -0.3756
C12 -5.7391 -7.4501 -2.6315
C13 -2.7340 3.8236 2.7720
H25 -4.4139 -5.7668 -2.4771
H26 2.0554 4.8944 4.3477
H27 3.4484 1.4396 0.1575
F6 -3.8130 6.8944 -1.4173
F7 -5.6577 -4.8565 1.9956
O11 -5.5418 -5.8960 -0.7783
H28 -6.5987 -6.8830 -3.0052
H29 1.4012 3.3072 3.8860
H30 1.9346 3.5766 5.5602
C14 -0.0561 5.5255 6.1514
C15 1.4612 4.0447 4.6934

- HOMO (eV) = -8.98
- Kohn-Sham gap (eV) = 0.9
- LUMO level (hartree) = -0.296
- charge = +1

(2)
Density functional theory data (ωB97M-V/def2-TZVPD) for a 2-piece molecular cluster, C15H30ClNO8PS overall.

CARTESIAN COORDINATES (ANGSTROEM)
C1 -1.9389 1.8590 1.7323
H1 2.1480 1.8501 1.6050
Cl1 -4.5325 -4.1712 -0.0645
O1 -4.0510 -2.3972 2.3513
P1 -4.4709 -2.1779 0.7072
H2 -3.9265 -1.5480 2.8229
H3 -3.6133 0.3699 1.9360
H4 0.6247 -1.5165 -2.7379
C2 4.1901 -1.1583 2.3193
O2 -4.6885 0.0476 -3.5150
O3 -1.1106 -3.2455 -2.0495
H5 5.1827 -1.3856 2.8436
H6 3.9232 -0.7938 -0.4084
N1 -1.7786 -2.1794 -0.0759
C3 -3.0184 -1.3906 -0.2789
H7 3.3946 -1.0149 3.1297
H8 0.3375 1.3240 0.5725
O4 -5.7436 -0.0676 -1.4121
H9 -1.9717 3.3309 -0.0548
C4 3.4014 -0.0841 0.3316
H10 -0.4555 -2.6941 1.5388
O5 2.9897 -1.0838 -2.2413
H11 1.0950 -1.2875 -0.9757
H12 2.4353 1.2158 -1.2221
H13 4.1400 1.7007 -0.7435
S1 -4.3789 -0.2099 -2.0663
H14 -1.2090 1.1480 2.2479
C5 3.1306 1.3452 -0.3311
H15 3.3513 -2.2448 -3.9452
H16 -2.3979 2.4980 2.5773
H17 -0.1037 -0.1441 -1.7585
H18 -3.9678 1.7794 0.8249
H19 4.7393 -1.4446 -3.3324
C6 -1.0239 -1.7749 1.1419
O6 -3.4819 0.9691 -1.2764
C7 -3.1519 1.0173 1.1120
H20 -1.6925 -1.4402 2.0129
C8 -1.2426 2.8900 0.7227
O7 -3.5078 -1.5835 -1.6669
H21 2.4528 -0.6064 0.7054
C9 0.1003 2.3242 0.0493
C10 2.5991 2.4445 0.7405
H22 -1.7040 0.3305 -0.4556
H23 3.9281 -2.0499 1.6610
H24 4.1175 -2.8246 -2.5239
H25 -0.9233 3.7945 1.3649
C11 3.7725 -1.8724 -2.9853
H26 1.1837 4.2805 0.6858
H27 -0.3136 -0.8909 0.9478
O8 4.2872 0.0447 1.5030
H28 -0.1121 2.0691 -1.0496
H29 1.6785 3.5221 -0.9647
C12 -2.8120 0.2038 -0.2272
C13 0.2158 -1.2367 -1.7066
C14 -0.9314 -2.2540 -1.2892
C15 1.3633 3.3096 0.1222
H30 3.4721 3.1045 1.0487

- HOMO (eV) = -3.15
- Kohn-Sham gap (eV) = 5.1
- LUMO level (hartree) = 0.070
- charge = -1

(3)
Density functional theory data (ωB97M-V/def2-TZVPD) for C15H30CsI2O3P2 as an isolated structure.

CARTESIAN COORDINATES (ANGSTROEM)
C1 -1.2641 0.3998 1.1013
H1 -4.2054 0.3944 0.9716
H2 -2.1961 3.9939 0.6875
H3 -5.4492 1.6155 1.2395
P1 -0.6275 2.1591 0.6401
O1 2.0228 -2.9945 1.9641
H4 -0.5390 0.7354 -1.2848
C2 1.8927 -3.4039 -1.4371
C3 0.0659 1.5879 -0.9816
O2 1.2432 -3.9614 -0.2768
C4 -3.6252 2.4270 0.4674
H5 1.1695 5.8796 0.5359
H6 4.7981 -3.5841 1.2045
C5 -0.1809 -0.5989 1.5225
I1 -3.5904 1.6735 -1.5485
H7 -2.3598 2.9735 2.0830
H8 -0.5603 3.3732 -2.0847
H9 -4.2765 3.2911 0.3959
H10 0.7361 -2.0744 -2.7145
H11 5.2290 -2.3539 2.4104
I2 2.1109 3.3766 -2.4131
H12 3.1433 -1.3044 2.2948
O3 -0.3953 -3.6259 1.6217
H13 -4.0681 1.4905 2.4082
H14 -0.2722 -1.5333 -0.4628
H15 0.2495 2.0436 1.7387
P2 0.7890 -3.0632 0.9620
H16 1.2701 -3.5671 -3.4990
H17 2.6232 -4.1450 -1.7465
H18 -0.0499 -3.6214 -2.3459
C6 0.0927 3.9029 0.4520
C7 0.4296 -1.3963 0.3597
C8 0.5665 5.0112 0.4091
Cs1 -4.4701 -1.4080 0.8074
H19 1.3124 -0.8929 -0.0305
C9 4.4400 -3.0102 2.0560
C10 0.8996 -3.1408 -2.5710
C11 -4.3837 1.4242 1.3699
H20 -1.0532 1.1835 -3.3807
H21 4.1693 -3.7221 2.8314
C12 0.1392 2.5477 -2.1765
H22 -1.8336 -0.0701 0.2942
C13 -0.1531 1.7914 -3.4775
H23 0.6054 -0.1219 2.1120
H24 -0.6581 -1.3163 2.1889
H25 2.4421 -2.4969 -1.1923
H26 1.0651 1.1983 -0.7892
H27 -0.2268 2.4735 -4.3192
H28 0.6694 1.1098 -3.6945
H29 3.2484 -1.9338 0.6340
C14 3.2002 -2.2049 1.6863
H30 -1.8983 0.5311 1.9839
C15 -2.2863 2.9574 0.9929

- HOMO (eV) = -11.09
- Kohn-Sham gap (eV) = 7.9
- LUMO level (hartree) = -0.118
- charge = +1

(4)
Density functional theory data (ωB97M-V/def2-TZVPD) for C15H30F6NaO15P as an isolated structure.

CARTESIAN COORDINATES (ANGSTROEM)
H1 -6.3114 0.5589 3.6477
H2 -3.9083 3.2867 -2.4152
H3 -4.1281 -4.2390 0.9336
H4 -0.0465 1.0428 -5.1379
H5 5.2440 1.8571 1.3087
H6 -5.4799 3.5685 -3.0921
H7 4.7113 -5.8363 -1.7172
O1 -4.8655 1.5950 -3.4401
C1 -4.8112 -2.1417 2.3392
O2 6.1448 0.8927 3.0034
F1 1.7975 4.0329 4.6396
H8 3.6650 -4.6441 -2.5803
F2 -0.0512 2.8614 3.9254
C2 -5.0356 -4.3644 1.5240
C3 -4.1521 0.5192 -3.0687
C4 0.9797 5.6111 -3.1456
C5 0.6759 3.5451 -4.3718
O3 0.8214 -5.4262 -0.0304
F3 1.1462 5.8516 3.4652
O4 -5.6814 -1.1936 2.8322
O5 0.6534 4.9031 -4.3405
C6 5.9798 1.1073 1.5996
H9 -2.7352 -1.4913 -4.2991
H10 1.6259 -7.4213 -0.1113
O6 0.2803 3.0703 -5.6064
O7 -4.4851 -0.4544 -3.8840
H11 6.2524 1.3139 6.6595
C7 -3.7376 -1.6914 -3.9206
O8 0.9865 2.8509 -3.4196
O9 -5.5949 -3.1082 1.9621
H12 -4.7657 -5.0257 2.3474
H13 -5.4086 2.6372 -1.7077
F4 1.4575 3.7910 2.3668
H14 6.9111 1.3793 1.1029
H15 -3.5023 -1.9897 -2.8990
H16 -4.8412 0.7380 2.7462
H17 -4.8591 -0.0309 4.3633
C8 1.0873 -6.7106 0.5155
O10 4.0343 -0.1928 3.1893
C9 4.0368 -4.9862 -1.6145
H18 -0.1707 1.5352 -6.8241
C10 1.7328 -4.7243 -0.7620
O11 5.3219 0.4075 4.9596
H19 -4.2701 -2.4915 -4.4348
O12 2.9255 -5.4662 -0.8292
C11 -5.3752 0.0553 3.4071
H20 1.0510 6.6781 -3.3565
F5 -0.6235 4.7670 2.5833
H21 0.0806 5.3793 -2.5747
C12 -4.8582 2.7990 -2.6345
H22 6.3652 2.3351 5.3230
O13 -3.3592 0.5086 -2.1417
C13 0.3632 1.7157 -5.8912
H23 1.4108 1.4694 -6.0641
F6 -0.2660 4.9432 4.8870
H24 1.6697 -6.6043 1.4307
H25 0.0798 -7.0796 0.7076
H26 7.3336 0.9011 5.3808
P1 0.5617 4.3925 3.6271
O14 -3.6696 -2.0835 2.3258
Na1 0.0298 0.3181 0.8168
O15 1.6246 -3.5798 -1.1169
H27 1.8943 5.2027 -2.7157
C14 6.3278 1.2748 5.5729
H28 5.7728 0.1203 1.1860
C15 5.1005 0.2809 3.6577
H29 4.5591 -4.2257 -1.0340
H30 -5.7026 -4.8952 0.8447

- ΔE to the lowest compared entry with this formula, charge and spin (kcal per mole) = 142.1
- HOMO (eV) = -10.60
- Kohn-Sham gap (eV) = 8.9
- LUMO level (hartree) = -0.064
- charge = 0

(5)
Density functional theory data (ωB97M-V/def2-TZVPD) for C15H30I2N3O5PPdSe as an isolated structure.

CARTESIAN COORDINATES (ANGSTROEM)
O1 3.6466 -1.6983 1.1596
H1 0.9362 -2.7352 -3.5286
H2 3.8783 -0.6141 -2.8669
H3 5.8408 -2.8058 0.6693
C1 -3.2009 -0.8754 1.2996
H4 -0.1570 -2.5613 2.6436
H5 -0.5319 -1.4129 3.9457
N1 1.9505 1.3249 -2.4846
H6 3.0876 2.0670 -4.0831
C2 3.5975 0.0087 -3.7165
H7 3.5040 -2.8636 3.5747
H8 4.8004 -0.2947 3.1498
H9 3.9627 1.8042 -2.5738
O2 1.2255 -2.0830 0.5477
C3 5.9743 -1.9542 1.3363
O3 0.0256 0.2877 -1.8732
H10 4.0726 0.8553 2.0218
C4 1.0518 0.3116 -2.5812
C5 4.8849 -0.9251 1.0875
H11 -0.1221 -3.0900 4.3285
H12 6.9555 -1.5144 1.1535
H13 -0.1708 -1.7716 -4.5303
H14 2.1327 -0.0234 -5.2968
H15 2.2439 -3.8314 4.3601
I1 0.0964 2.7806 4.0127
H16 5.8364 0.7030 2.1122
H17 4.2073 0.3762 -0.4987
C6 5.0100 -0.3366 -0.3078
C7 2.4460 -3.1263 3.5537
H18 -0.3304 -1.7610 -2.7654
Se1 -2.2929 -0.4690 -0.2734
C8 0.0979 -2.2568 3.6588
I2 -0.9423 1.9322 1.7395
C9 2.4036 -0.6120 -4.4112
H19 5.9726 0.1668 -0.4124
Pd1 -0.0682 -0.1704 0.4407
H20 1.2603 -0.3355 5.2010
O4 1.8410 -0.8759 2.7330
H21 2.6242 -1.6251 -4.7475
C10 1.5730 -1.8945 3.7462
C11 1.6804 2.4524 -1.6122
N2 1.2932 -0.6785 -3.4799
H22 2.2348 -3.6155 2.6020
H23 4.9493 -1.1352 -1.0483
N3 -3.7621 -1.1221 2.2761
C12 4.8953 0.1529 2.1596
C13 3.1977 1.3845 -3.2313
H24 5.9357 -2.3155 2.3643
H25 1.7404 -1.8968 5.8919
H26 2.9400 -0.8818 5.0716
H27 2.2810 2.3940 -0.7035
H28 4.4486 0.0783 -4.3942
H29 0.6321 2.4533 -1.3313
H30 1.9080 3.3777 -2.1464
P1 2.1813 -1.1168 1.2037
C14 1.8991 -1.2081 5.0609
C15 0.3783 -1.7990 -3.5852
O5 2.0358 0.2743 0.5672

- ΔE to the lowest compared entry with this formula, charge and spin (kcal per mole) = 7.6
- HOMO (spin up / spin down) (eV) = -8.45 / -8.44
- Kohn-Sham gap (spin up / spin down) (eV) = 6.2 / 6.2
- LUMO level (spin up / spin down) (hartree) = -0.082 / -0.082
- charge = 0

(6)
Density functional theory data (ωB97M-V/def2-TZVPD) for C15H30INOP2V as an isolated structure.

CARTESIAN COORDINATES (ANGSTROEM)
H1 2.2911 2.8965 -0.1794
H2 0.6965 -2.5176 1.7753
H3 3.2574 -2.6671 -2.0081
H4 -0.5111 3.4739 2.3835
P1 -1.3507 1.2831 1.8281
N1 -0.6065 -1.0248 0.0301
H5 4.1604 0.1514 -0.6884
C1 -2.3941 -4.2199 0.1074
H6 -0.9882 -0.5089 3.4384
O1 0.3277 1.4375 -1.7259
C2 0.3007 2.6583 -1.0506
H7 -3.4324 0.9258 0.6660
H8 0.0467 -4.8379 2.4321
I1 2.1407 0.4455 1.7897
H9 -2.5253 0.3591 3.7476
V1 0.2384 0.5110 0.0195
H10 -0.8919 3.3447 -2.7160
H11 -3.5557 2.2873 1.8312
C3 -2.0384 -2.9373 -0.2642
C4 -1.6521 -4.9133 1.0816
C5 -0.9231 -2.2862 0.3478
H12 -1.9400 -5.9232 1.3712
H13 -1.7437 3.4052 -1.1532
H14 2.3066 -1.2070 -3.9433
P2 2.0512 -0.6028 -1.6016
H15 3.4672 1.3490 -1.8128
H16 -2.4099 -0.8308 2.4139
H17 -2.7288 2.5075 0.2556
H18 -0.0997 2.2843 3.6470
H19 0.5932 -1.2083 -3.3982
H20 4.2569 -0.1259 -2.4643
C6 1.6596 3.3230 -0.9727
C7 1.5511 -0.6762 -3.3486
H21 1.5356 4.3957 -0.7641
H22 -0.4954 4.6142 -1.5292
H23 1.4018 0.3404 -3.7307
C8 -0.5402 -4.3018 1.6775
C9 -1.8676 -0.0525 2.9671
C10 3.6450 0.2791 -1.6473
C11 -0.1692 -3.0156 1.3198
C12 -2.9212 1.8063 1.0755
H24 -1.7735 2.9407 3.5440
C13 -0.8911 2.6270 2.9687
H25 -2.5886 -2.3666 -1.0178
C14 2.5059 -2.3403 -1.2764
H26 -0.0489 2.2349 0.1450
H27 2.9011 -2.4359 -0.2598
H28 1.6082 -2.9646 -1.3651
C15 -0.7775 3.5585 -1.6428
H29 -3.2581 -4.6965 -0.3627
H30 2.1797 3.2206 -1.9406

- HOMO (spin up / spin down) (eV) = -7.07 / -7.20
- Kohn-Sham gap (spin up / spin down) (eV) = 6.6 / 7.8
- LUMO level (spin up / spin down) (hartree) = -0.016 / 0.022
- charge = 0
- spin multiplicity = 2
- expectation value of S² = 1.159

(7)
Density functional theory data (ωB97M-V/def2-TZVPD) for a 2-piece molecular cluster, C15H30N3O12P overall.

CARTESIAN COORDINATES (ANGSTROEM)
C1 -0.3095 -2.5215 0.8324
H1 1.4333 1.8914 -4.5993
C2 -1.3720 -2.6804 1.9291
C3 -2.2016 -2.3378 -0.8400
O1 -2.4562 -0.1271 4.3500
H2 0.9584 3.8280 -0.5965
C4 1.7342 1.0484 -0.4121
C5 1.6316 0.9054 -1.9420
H3 -1.5135 1.1851 -3.1393
N1 2.3783 1.6791 -2.7369
C6 0.1412 3.1114 -0.5676
O2 3.4169 3.4549 -0.8622
C7 5.0020 2.7472 0.7446
O3 0.8964 0.0409 -2.4089
H4 0.0832 -1.8559 -1.8393
H5 4.7635 2.7318 1.8063
O4 -0.1939 0.7698 5.1606
O5 -3.6016 -1.0325 -2.8814
H6 2.6180 0.5719 -4.5051
N2 3.0345 1.4754 0.1606
H7 -2.6585 -2.9281 -1.6416
H8 5.6876 1.9374 0.5047
O6 -3.6958 -3.6381 0.5762
C8 -2.4993 1.0661 -2.6837
C9 -3.1716 -2.3278 0.3657
H9 -1.6059 -2.3647 4.0497
O7 0.1110 -2.7911 -1.5322
H10 -2.8794 -0.1894 3.4800
O8 -2.5353 -1.8983 1.5867
H11 1.5916 0.0332 -0.0439
C10 -2.7247 -0.3877 -2.3226
H12 2.9184 2.4121 -2.2884
C11 2.4043 1.5973 -4.1960
H13 -3.9968 -1.6425 0.1396
H14 0.8346 2.1403 1.2082
H15 -2.5529 1.6852 -1.7845
H16 -0.1639 2.8660 -1.5839
O9 0.8654 -3.2897 1.1070
H17 3.1747 2.2604 -4.5925
H18 -1.6487 -3.7388 1.9919
H19 -0.0382 -1.4663 0.7435
H20 1.3723 -3.3606 0.2737
C12 -0.8667 -3.0179 -0.5005
H21 -0.0558 -3.0229 3.5783
O10 -0.1633 -0.9938 3.3021
C13 -0.8119 -2.2805 3.3013
O11 -0.5792 1.0436 0.2699
H22 -0.6988 3.5745 -0.0505
N3 -1.9787 -0.9707 -1.3211
H23 -3.2611 1.4020 -3.3921
O12 -1.1765 1.2847 2.8582
H24 -0.2433 0.0214 5.7598
H25 -1.0472 -4.0955 -0.4126
H26 3.4289 0.8498 0.8453
H27 -1.3627 -0.3475 -0.7889
H28 5.4641 3.7010 0.4934
H29 -4.2693 -3.8830 -0.1701
P1 -1.0008 0.2552 3.9004
H30 -0.9106 1.1750 1.1868
C14 3.7348 2.5896 -0.0609
C15 0.5656 1.8544 0.1907

- HOMO (eV) = -9.14
- Kohn-Sham gap (eV) = 9.2
- LUMO level (hartree) = 0.002
- charge = 0
- SMILES string = CC(=O)N[C@H]1[C@@H](O)[C@H](O)[C@@H](COP(=O)(O)O)O[C@@H]1O.CNC(=O)[C@@H](NC(C)=O)[C@@H](C)O

(8)
Density functional theory data (ωB97M-V/def2-TZVPD) for C15H30NO12P3PtSe2Te as an isolated structure.

CARTESIAN COORDINATES (ANGSTROEM)
O1 0.7972 2.4237 2.3361
O2 -3.4365 -0.4663 -1.7686
H1 2.7632 3.7189 0.2110
H2 3.7300 3.6893 -2.6899
C1 -0.8978 -4.7606 0.8577
H3 -1.0024 1.5809 -4.9951
C2 0.4355 0.3099 3.4417
C3 1.2269 -3.2248 -1.7349
O3 2.0327 1.8252 4.5889
O4 -4.6235 -0.4683 0.4649
H4 -2.1645 -5.7853 2.1862
P1 0.4132 4.1437 -1.8875
H5 -0.8519 4.0375 -4.5162
H6 2.3527 0.3946 2.4788
H7 -0.1503 2.4115 -6.3085
H8 1.2236 -6.0606 -1.3072
P2 -4.1480 -1.4887 -0.6781
H9 -0.9378 1.9457 3.2981
C4 -0.1928 1.4602 2.6539
Pt1 -0.9759 -1.7375 0.3506
C5 1.5883 -0.3488 2.6982
H10 1.3745 0.0807 5.3861
H11 0.5514 -2.8674 -2.5115
C6 3.5348 3.8616 -0.5435
N1 -0.3882 -3.6541 0.2179
O5 1.9455 4.5446 -2.2555
C7 -0.1024 2.1389 -5.2521
H12 -0.7051 1.1118 1.7638
H13 -1.6662 -4.2034 2.7975
C8 0.9856 0.8924 4.7603
H14 2.0059 -3.8330 -2.1986
H15 0.7580 1.4854 -5.0997
H16 1.8326 2.3072 3.7636
H17 -3.8515 -0.1735 0.9762
Te1 -0.9004 6.0534 -2.2712
H18 -0.5187 -6.8954 0.6427
C9 0.5947 -5.4530 -0.6728
C10 -0.5591 -0.7693 3.8539
H19 -1.2205 -0.3891 4.6398
H20 -0.0016 -1.6080 4.2734
H21 2.5568 2.5751 -1.9693
O6 0.3573 3.3784 -0.6141
H22 0.9408 2.4516 1.3665
H23 0.9054 3.9653 -4.6736
H24 4.3602 3.1750 -0.3384
O7 -5.2979 -2.1477 -1.2990
H25 -0.9806 1.6960 -2.4678
H26 1.7073 -2.3467 -1.3063
P3 -1.9066 -0.0963 -1.5323
C11 2.9618 3.5886 -1.9190
O8 0.1260 2.9893 -3.0336
H27 0.1434 1.3526 5.2991
C12 0.0176 3.3863 -4.4037
O9 -1.7164 0.2174 -0.0387
C13 -1.9605 -4.7502 1.9042
C14 0.5177 -4.0819 -0.7342
H28 -2.8848 -4.2998 1.5354
O10 -1.7801 1.1214 -2.4982
Se1 -1.8523 -1.4990 2.5868
C15 -0.3045 -5.8838 0.3303
O11 -3.0013 -2.3188 -0.1074
Se2 1.3066 -1.2088 0.9559
H29 2.0230 -1.1119 3.3461
O12 -0.9975 -1.2681 -1.8537
H30 3.9073 4.8857 -0.4855

- ΔE to the lowest compared entry with this formula, charge and spin (kcal per mole) = 0.0
- HOMO (eV) = -2.56
- Kohn-Sham gap (eV) = 6.3
- LUMO level (hartree) = 0.137
- charge = -2

Record order is preserved below.
F_max: 0.1197; 0.1477; 0.1094; 0.1139; 0.0284; 0.0721; 0.0647; 0.0182 Eh/bohr